Entry from the OMol25 dataset: a molecular structure, C7H9O4PTi (ωB97M-V with the def2-TZVPD basis set).

The geometry in XYZ format:
```
22
Properties=species:S:1:pos:R:3
Ti -0.214 -0.684 -1.521
O -0.003 1.915 -3.308
C -0.111 1.084 -2.488
C 1.585 -1.591 -1.205
O 2.571 -2.198 -1.039
C -1.944 -1.628 -1.035
O -2.884 -2.202 -0.670
C -0.129 -1.864 -3.287
O -0.073 -2.412 -4.311
C -1.309 0.297 2.079
P -0.103 0.260 0.709
C 0.176 2.066 0.495
C 1.387 -0.217 1.659
H -2.262 0.663 1.699
H -0.985 0.942 2.915
H -1.467 -0.722 2.443
H 0.398 2.546 1.467
H 1.015 2.172 -0.207
H -0.715 2.544 0.056
H 1.455 0.383 2.585
H 1.342 -1.277 1.934
H 2.270 -0.076 1.030
```

The value obtained for the frontier orbital gap (spin up / spin down) is 7.036 / 7.972 eV. Its net charge is +2. For the HOMO energy (spin up / spin down), the calculation gives -17.84 / -18.53 eV. The spin multiplicity is 3. As for the energy above the lowest of the compared OMol25 structures with the same formula, charge and spin: 0.450 eV.